Record 1
ORCA calculation (ωB97M-V/def2-TZVPD) on a molecular structure, C3H4N2O2S2.

The net charge is 0. As for the multiplicity: 1. The LUMO energy comes out at -0.88 eV. The frontier orbital gap is 8.54 eV. The energy above the lowest of the compared OMol25 structures with the same formula, charge and spin is 76.5 kcal/mol. As for the total energy: -1172.9685 Eh.

Last column: natural (NBO) charge in e.
Cartesian coordinates (Å):
S1 -0.26417 0.37086 -1.30702  0.190
C1 -1.06529 -0.25730 0.19743  -0.737
N1 0.23017 2.34269 -0.12330  -0.129
C2 0.42773 4.03068 -1.64655  0.518
O1 0.04086 4.98326 -2.17715  -0.473
H1 -1.46144 0.65811 0.53681  0.241
H2 -1.74501 -1.05979 -0.17594  0.247
S2 1.79782 2.97282 -2.31340  0.001
N2 -0.17074 3.42362 -0.49857  -0.199
C3 1.16045 1.59318 -0.84117  0.286
H3 2.78645 0.59177 -0.78940  0.510
H4 -0.34214 -0.83512 0.86568  0.233
O2 2.11445 0.91992 -0.19682  -0.689

***

Record 2
ORCA calculation (ωB97M-V/def2-TZVPD) on a gas-phase ion, C6H10NO2S (charge -1).

The net charge is -1. As for the multiplicity: 3. The LUMO energy (alpha / beta) comes out at 3.40 / 2.15 eV. The frontier orbital gap (alpha / beta) is 2.89 / 8.21 eV. The energy above the lowest of the compared OMol25 structures with the same formula, charge and spin is 0.0 kcal/mol. As for the total energy: -837.8796 Eh.

Last column: natural (NBO) charge in e.
Cartesian coordinates (Å):
C1 -1.20576 -2.07266 -1.74686  -0.132
H1 0.10731 -3.01331 -0.24680  0.220
H2 2.06329 1.08119 -0.56204  0.199
H3 1.41449 0.99814 1.95449  0.211
N1 -1.90643 -1.78804 -2.65297  -0.437
C2 -0.79500 1.31951 -0.64599  -0.656
C3 1.55004 0.16979 -0.42200  -0.660
H4 0.67747 2.33062 1.38466  0.194
C4 0.43898 1.30091 1.47691  -0.621
O1 0.34124 -1.61791 1.74081  -1.017
C5 0.23500 0.54980 0.16712  -0.201
H5 1.99630 -0.59267 0.29498  0.248
H6 -0.30480 1.43809 -1.61231  0.205
H7 -0.40653 1.26083 2.10109  0.229
C6 -0.50392 -2.17039 -0.57421  -0.577
H8 1.42674 -0.23832 -1.40233  0.220
S1 -0.59710 -1.10082 0.65981  2.075
H9 -1.73500 0.69740 -0.80904  0.259
O2 -1.92523 -0.81702 1.10346  -0.961
H10 -0.87108 2.26487 -0.20878  0.201

***

Record 3
ORCA calculation (ωB97M-V/def2-TZVPD) on a gas-phase ion, C8H19N4 (charge +1).

The net charge is +1. As for the multiplicity: 3. The LUMO energy (alpha / beta) comes out at -4.80 / -8.33 eV. The frontier orbital gap (alpha / beta) is 7.14 / 4.46 eV. The energy above the lowest of the compared OMol25 structures with the same formula, charge and spin is 55.6 kcal/mol. As for the total energy: -534.6935 Eh.

Last column: natural (NBO) charge in e.
Cartesian coordinates (Å):
H1 4.75845 0.99912 1.69857  0.206
H2 -1.73417 -1.93082 2.03126  0.239
H3 -2.59021 -0.75894 -2.66855  0.231
H4 4.59182 2.35201 0.52412  0.218
H5 -0.55005 1.02571 0.58628  0.212
H6 4.02081 -0.59946 -0.17004  0.201
H7 -2.55599 -2.50093 0.58103  0.224
H8 -1.04564 -1.36324 -0.86109  0.270
C1 -1.36440 -0.88785 0.04854  -0.088
N1 -2.59204 -0.13888 -0.11928  0.008
H9 -0.84737 -2.72587 0.93819  0.246
C2 1.09348 0.12718 -0.43214  -0.395
H10 -0.01792 -0.38247 1.44025  0.212
H11 0.79828 0.92236 -1.06885  0.201
C3 2.31869 0.50481 0.58195  -0.376
H12 2.39112 -0.36196 1.24659  0.200
C4 -0.17184 0.01848 0.43944  -0.401
N2 -4.04712 0.91350 1.55686  -0.131
H13 -3.13435 1.04550 -2.95447  0.257
H14 -4.30564 -0.08390 -2.68771  0.251
C5 3.68993 0.44397 -0.16007  -0.388
C6 -1.67247 -2.04373 0.96206  -0.625
H15 1.23503 -0.74784 -1.00924  0.200
N3 -3.36686 0.36078 -1.00797  -0.173
C7 4.74875 1.29247 0.65076  -0.617
C8 -3.24220 0.08176 -2.36212  -0.479
H16 -4.61403 1.13318 0.65930  0.454
H17 5.62167 0.68873 0.18335  0.225
N4 -2.99869 0.43100 1.48919  0.213
H18 1.97896 1.35705 1.08258  0.203
H19 3.60398 0.82828 -1.19878  0.202

***

Record 4
ORCA calculation (ωB97M-V/def2-TZVPD) on a single C7H9NO molecule.

The net charge is 0. As for the multiplicity: 1. The LUMO energy comes out at 0.83 eV. The frontier orbital gap is 10.21 eV. The energy above the lowest of the compared OMol25 structures with the same formula, charge and spin is 62.2 kcal/mol. As for the total energy: -402.0419 Eh.

Last column: natural (NBO) charge in e.
Cartesian coordinates (Å):
H1 1.90573 1.96810 -0.87683  0.214
C1 -0.05567 -0.60982 0.33503  0.132
C2 -0.58483 -1.41771 -0.84805  -0.525
C3 -0.17504 1.80168 -0.31914  -0.262
H2 2.42318 -0.39308 -0.05194  0.221
H3 -0.87427 -0.73602 2.40062  0.225
C4 1.43148 0.08094 -0.07660  -0.201
H4 -0.42938 2.48586 0.61101  0.221
N1 -0.90701 0.56305 -0.09651  -0.458
H5 0.28505 -2.00902 1.80148  0.227
O1 -2.30675 0.11929 -1.98479  -0.568
C5 1.22876 1.32613 -0.40086  -0.236
H6 -1.31141 -2.24758 -0.55773  0.224
H7 0.91077 -0.33250 2.30392  0.232
H8 0.14380 -1.75954 -1.51279  0.239
C6 0.12105 -0.91613 1.80407  -0.636
H9 -0.36952 2.19750 -1.37777  0.234
C7 -1.43593 -0.12113 -1.15312  0.717

***

Record 5
ORCA calculation (ωB97M-V/def2-TZVPD) on 2 unconnected molecules or ions with the total composition C33H30F6N.

The net charge is +1. As for the multiplicity: 1. The LUMO energy comes out at -6.00 eV. The frontier orbital gap is 4.55 eV. The energy above the lowest of the compared OMol25 structures with the same formula, charge and spin is 54.7 kcal/mol. As for the total energy: -1929.0579 Eh.

Last column: natural (NBO) charge in e.
Cartesian coordinates (Å):
C1 0.02474 1.28843 0.64991  -0.037
H1 2.02130 -4.27928 -1.90648  0.215
C2 1.23433 3.00146 -0.60305  -0.198
C3 3.38001 3.92357 0.27546  0.970
C4 -4.74812 1.85794 0.65262  -0.213
C5 -2.35644 1.36476 0.95854  -0.155
H2 0.64648 -0.42682 -3.33779  0.229
H3 -3.47354 -0.70760 -2.37210  0.234
H4 -0.35459 -3.11572 -3.11587  0.233
H5 3.11928 -5.31845 2.13164  0.222
F1 4.48774 3.40619 0.89519  -0.316
F2 -5.80451 4.45528 -0.87661  -0.317
H6 2.45585 -0.91427 -1.77705  0.237
C6 2.94319 -4.57347 1.35463  -0.164
C7 2.60923 -4.95920 0.06541  -0.214
C8 3.20162 -0.86636 0.96321  -0.232
H7 -0.36182 0.74463 -2.51488  0.205
H8 -1.10706 -0.38332 1.50351  0.249
C9 -1.13375 -2.67202 -2.48692  -0.462
H9 0.95119 0.63779 2.49432  0.251
H10 -2.05758 -3.22613 -2.68566  0.231
C10 -3.21192 3.68612 0.94463  -0.224
F3 -5.34114 5.42459 1.04262  -0.314
C11 -1.36284 -1.16474 -2.90942  -0.197
C12 -2.45143 -0.50687 -2.03267  -0.430
C13 -1.17924 0.42439 0.77095  0.159
F4 3.72331 4.14382 -1.02965  -0.313
H11 4.27171 -1.18068 4.18776  0.227
C14 3.71677 -0.51004 2.20303  -0.204
H12 -4.02374 -0.05967 1.20443  0.232
H13 3.10789 -0.12000 0.17074  0.204
H14 -3.00662 4.75386 0.97157  0.257
H15 3.73409 -3.57689 3.70977  0.222
C15 -2.23843 -1.16217 -0.71855  -0.229
C16 2.84039 -2.20215 0.68473  0.013
H16 -1.61135 -1.09450 -3.97116  0.238
C17 0.11622 2.19735 -0.44916  -0.166
C18 -3.72583 0.96545 0.96692  -0.145
H17 0.16440 -3.33476 -0.86908  0.237
C19 3.89042 -1.47879 3.21174  -0.222
H18 -5.74016 1.49291 0.39072  0.254
C20 3.58855 -2.80654 2.95125  -0.157
C21 -0.12852 -0.32475 -2.57084  -0.424
C22 2.25809 -2.62208 -0.55016  -0.028
C23 -2.18754 2.76879 1.15133  -0.130
C24 -0.78551 -2.84544 -1.01310  -0.180
H19 2.79392 2.32048 2.34700  0.256
H20 -1.22571 3.19342 1.45239  0.233
C25 -5.60371 4.21468 0.46029  0.960
H21 2.55854 -6.01121 -0.21345  0.229
C26 2.06025 2.23088 1.54706  -0.176
C27 2.19119 3.01656 0.40777  -0.081
H22 1.35324 3.62416 -1.48545  0.257
C28 1.01809 1.32090 1.64131  -0.173
H23 1.49217 -2.18266 -2.49363  0.216
C29 -4.49644 3.22636 0.68850  -0.013
H24 -2.76196 -0.75114 0.12861  0.212
H25 -0.69639 2.25402 -1.18031  0.238
C30 3.11469 -3.20796 1.68134  -0.086
H26 -2.34951 0.58088 -1.93519  0.197
F5 -6.79560 3.77666 0.96735  -0.313
N1 -0.76835 -1.39223 -0.39119  -0.455
C31 1.66047 -1.64908 -1.54283  -0.436
H27 -1.53174 -3.43900 -0.47545  0.210
H28 -2.74479 -2.14179 -0.81011  0.219
C32 2.30858 -3.97725 -0.89437  -0.208
H29 0.80842 0.01121 -0.63520  0.222
C33 0.37871 -0.80106 -1.21853  -0.053
F6 3.14506 5.15260 0.84064  -0.312
H30 3.99572 0.52590 2.39698  0.211

***

Record 6
ORCA calculation (ωB97M-V/def2-TZVPD) on a single C3H4N2O2S molecule.

The net charge is 0. As for the multiplicity: 1. The LUMO energy comes out at -0.56 eV. The frontier orbital gap is 8.76 eV. The energy above the lowest of the compared OMol25 structures with the same formula, charge and spin is 123.7 kcal/mol. As for the total energy: -774.7296 Eh.

Last column: natural (NBO) charge in e.
Cartesian coordinates (Å):
H1 3.16478 0.05030 0.82656  0.516
O1 0.40784 2.06170 -0.68221  -0.460
N1 2.00210 -0.66424 -0.12208  -0.102
C1 0.86445 -0.84158 -0.71254  -0.057
C2 -0.19194 1.26174 -0.03177  0.386
H2 -0.90599 1.45444 0.73116  0.122
C3 -0.39361 -0.22250 -0.26063  0.076
H3 0.98394 -1.76244 -1.25567  0.227
N2 -1.49457 -0.87354 -0.32224  -0.433
O2 2.09892 0.18182 0.90264  -0.530
S1 -2.84268 0.16321 0.18734  0.111
H4 -3.69324 -0.80890 0.73943  0.145

***

Record 7
ORCA calculation (ωB97M-V/def2-TZVPD) on a molecular structure, C22H45HgO.

The net charge is +1. As for the multiplicity: 1. The LUMO energy comes out at -6.93 eV. The frontier orbital gap is 3.28 eV. The energy above the lowest of the compared OMol25 structures with the same formula, charge and spin is 0.0 kcal/mol. As for the total energy: -1093.4963 Eh.

Last column: natural (NBO) charge in e.
Cartesian coordinates (Å):
H1 -6.43876 1.54546 -1.48183  0.226
C1 3.22548 3.20397 -0.97970  -0.436
C2 -1.21452 -2.74073 -0.09004  -0.425
H2 -2.24410 -2.98379 -0.36120  0.212
H3 1.44803 -3.62237 0.25935  0.186
C3 1.89435 -2.49730 -1.59602  -0.387
H4 0.91263 0.56402 3.47956  0.200
H5 -3.43998 0.67522 0.87003  0.245
H6 3.09488 -3.73117 -0.32846  0.222
H7 -5.74166 1.41619 0.11280  0.198
C4 1.84535 3.18888 -1.72292  -0.445
C5 2.22989 2.04802 1.02441  -0.385
H8 -3.74569 2.15060 -2.04711  0.204
H9 0.29920 -3.94123 -1.95158  0.206
C6 -4.57572 -0.85385 -0.10667  -0.373
H10 0.41298 -2.65111 -3.13754  0.218
Hg1 3.75288 3.33568 -3.59342  0.042
C7 -2.63015 -1.21574 1.44088  0.839
C8 2.46505 -0.95894 3.15104  -0.410
H11 4.08589 3.16590 0.95923  0.209
H12 -4.06086 2.96104 -0.48076  0.204
C9 -3.21100 -0.29380 0.42297  -0.560
H13 3.50967 -0.69522 3.31962  0.211
C10 -5.05206 -0.07657 -1.34032  -0.392
H14 -4.42746 -1.89258 -0.42369  0.215
H15 -0.16192 -1.06556 -1.07425  0.193
H16 2.24293 2.33564 3.17333  0.207
C11 -0.59554 -2.03759 -1.33246  -0.402
C12 -1.24440 -1.80554 1.14228  -0.506
C13 2.33950 -2.17364 2.22831  -0.387
H17 1.17463 2.28057 0.84541  0.185
H18 2.39460 -0.99230 0.36488  0.181
H19 3.73980 4.13264 -1.24755  0.220
C14 0.47893 -2.87200 -2.07114  -0.394
H20 1.87726 3.78354 -2.67316  0.204
C15 2.76752 -1.93617 0.77082  -0.395
C16 -4.51476 2.47793 -1.34662  -0.624
C17 1.31929 1.77859 -2.09077  -0.626
C18 3.07213 3.25644 0.56312  -0.395
H21 -5.08146 3.25663 -1.85651  0.232
H22 2.11842 1.05328 -1.93721  0.206
C19 2.25579 -3.04741 -0.19197  -0.417
H23 1.11939 3.69558 -1.08067  0.210
C20 1.64821 0.28187 2.71985  -0.384
H24 -2.54026 -0.15748 -0.42885  0.278
H25 3.88115 2.38322 -1.26901  0.208
H26 2.07908 -1.27604 4.12475  0.213
H27 -5.90487 -0.58319 -1.78555  0.234
H28 -2.17095 0.32732 2.41838  0.548
H29 2.63397 4.20817 0.85949  0.205
H30 3.85776 -1.89844 0.75166  0.215
H31 2.59250 -2.93449 -2.31326  0.218
H32 -1.41236 -1.83934 -2.03125  0.212
H33 1.09182 0.06006 1.80099  0.162
C21 -5.50640 1.35448 -0.95226  -0.416
H34 0.88156 1.71074 -3.08376  0.225
H35 -5.32646 -0.87685 0.68244  0.224
H36 -0.57998 -0.94417 1.02308  0.302
H37 -0.74931 -3.69432 0.13571  0.238
H38 2.04011 -1.41871 -1.65990  0.195
O1 -2.52412 -0.56646 2.58585  -0.636
H39 1.33309 -2.60067 2.22288  0.169
H40 -4.21848 -0.03562 -2.04396  0.201
H41 3.55087 1.28576 2.58207  0.206
C22 2.50741 1.56728 2.44570  -0.400
H42 2.47601 1.22766 0.34427  0.188
H43 -0.88961 -2.35090 2.01809  0.272
H44 2.99473 -2.95719 2.61873  0.220
H45 0.55812 1.50613 -1.35061  0.188

***

Record 8
ORCA calculation (ωB97M-V/def2-TZVPD) on 2 unconnected molecules or ions with the total composition C25H29NO3.

The net charge is 0. As for the multiplicity: 1. The LUMO energy comes out at -0.86 eV. The frontier orbital gap is 6.18 eV. The energy above the lowest of the compared OMol25 structures with the same formula, charge and spin is 32.0 kcal/mol. As for the total energy: -1250.4384 Eh.

Last column: natural (NBO) charge in e.
Cartesian coordinates (Å):
C1 -0.73982 4.92989 2.86173  -0.624
H1 1.42194 -0.22384 -5.22053  0.207
C2 -0.21621 -1.50395 2.52815  -0.189
H2 -3.69677 0.16693 -2.08134  0.239
C3 -0.49743 -1.36718 0.08210  -0.022
C4 -1.52922 0.88233 0.46543  -0.222
C5 1.90005 -0.95856 3.55131  0.001
C6 0.10526 -2.70022 -4.69396  -0.404
H3 0.79235 3.78401 1.86490  0.190
H4 -0.42368 -4.54121 -2.60537  0.231
C7 0.53675 -1.27063 3.66134  -0.224
C8 1.76258 -1.25693 1.15214  -0.184
H5 2.14207 -0.94862 5.66465  0.215
H6 -0.10229 5.81112 2.93491  0.212
H7 0.68348 -3.63695 -4.76856  0.205
H8 -0.68373 4.38673 3.80833  0.208
H9 -1.26389 -1.79917 2.61224  0.212
N1 0.28708 -2.03980 -3.41201  -0.331
H10 2.42661 2.48079 -1.95988  0.219
C9 0.03742 -1.50835 -1.21724  -0.247
C10 2.50621 -0.96410 2.28428  -0.215
H11 -1.72493 0.67435 2.58289  0.236
C11 -1.03274 -3.71564 -2.20275  -0.665
C12 1.49863 0.01962 -4.16496  -0.256
H12 -1.26701 -3.93056 -1.15724  0.236
H13 -1.53332 -1.68048 0.23730  0.213
H14 -3.21399 1.20858 1.72196  0.224
H15 0.06433 -1.33676 4.64712  0.213
C13 -2.32303 0.55432 1.66659  -0.642
H16 3.57096 -0.75143 2.19094  0.215
C14 2.71861 -0.68665 4.76997  -0.631
O1 -1.06870 2.90940 1.64438  -0.524
C15 1.54192 0.61235 -1.38256  -0.166
H17 2.45603 1.95314 -4.39521  0.212
C16 -0.28253 -2.44701 -2.25242  0.272
C17 0.93587 -0.54176 -1.84092  -0.001
O2 0.28912 2.45090 -0.05424  -0.609
C18 0.35121 -1.36899 1.23570  -0.045
C19 1.00391 -0.86253 -3.21342  0.123
H18 -1.77042 5.26665 2.71545  0.211
H19 -0.95331 -2.94902 -4.81051  0.208
H20 1.63345 0.75815 -0.31275  0.233
C20 2.04358 1.22509 -3.69482  -0.209
C21 -0.68031 2.11908 0.62477  0.767
H21 3.64757 -1.26743 4.75625  0.221
C22 2.04100 1.52453 -2.32073  -0.201
H22 -4.01462 -0.01290 -0.33277  0.218
H23 0.42131 -2.02576 -5.48983  0.225
C23 -3.25397 -0.09804 -1.12049  -0.715
O3 -1.57746 1.44206 -1.83854  -0.581
H24 2.99743 0.36939 4.84445  0.224
C24 -2.06978 0.81068 -0.89546  0.518
H25 -2.94103 -1.14618 -1.19472  0.215
H26 -2.66312 -0.48286 1.63447  0.200
H27 -1.97112 -3.66775 -2.78055  0.229
H28 2.25744 -1.37864 0.18618  0.232
C25 -0.24906 4.09156 1.71553  -0.069
H29 -0.33072 4.63824 0.76831  0.194

***

What is the formula in the seventh record?
C22H45HgO

***

multiplicity of number 2 (C6H10NO2S)?
3